#one
{
  "formula": "C3H6",
  "method": "ωB97M-V/def2-TZVPD",
  "species": ["C", "C", "C", "H", "H", "H", "H", "H", "H"],
  "positions_angstrom": [[-0.1118, 0.6259, -0.4341], [0.0838, 0.6855, 0.9373], [-0.0830, -0.8692, -0.3928], [-0.7517, 0.5346, 1.6253], [0.8718, -1.3123, -0.7034], [0.6133, 1.1269, -1.0831], [-0.7622, -0.4333, -1.4190], [-0.8928, -1.3968, 0.1235], [1.0326, 1.0387, 1.3464]],
  "lowdin_charge": [-0.31, -0.04, -0.16, 0.07, 0.07, 0.09, 0.14, 0.07, 0.06],
  "homo_lumo_gap_ev": [7.845, 6.851],
  "smiles": "C=CC",
  "homo_ev": [-7.327, -6.603]
}



#two
{
  "formula": "C3H6",
  "method": "ωB97M-V/def2-TZVPD",
  "species": ["C", "C", "C", "H", "H", "H", "H", "H", "H"],
  "positions_angstrom": [[-0.1560, 0.4617, 0.1158], [1.1108, 0.4132, 0.4895], [-0.8664, -0.7176, -0.5223], [1.7347, 1.2193, 0.8446], [1.5744, -0.5699, 0.4387], [-0.8046, 1.3290, 0.0595], [-0.4297, -1.0760, -1.4472], [-1.9565, -0.6463, -0.5019], [-0.8370, -1.5883, 0.1713]],
  "lowdin_charge": [-0.24, -0.02, -0.13, 0.05, 0.06, 0.08, 0.07, 0.06, 0.08],
  "homo_lumo_gap_ev": 11.007,
  "smiles": "C=CC",
  "homo_ev": -9.692
}



Referenced to the most stable arrangement, the calculated values in kcal/mol are #one 122.9; #two 0.0.



#one
{
  "formula": "C4H6N4OS",
  "method": "ωB97M-V/def2-TZVPD",
  "species": ["S", "O", "N", "N", "N", "N", "C", "C", "C", "C", "H", "H", "H", "H", "H", "H"],
  "positions_angstrom": [[-1.0465, 1.1087, 0.2565], [1.6818, 1.9116, -0.2265], [-3.4649, -0.1646, 0.0066], [2.6894, -1.4439, 0.4267], [2.7887, -0.1249, -0.0898], [-1.4935, -1.3707, -0.3309], [-2.1101, -0.3032, -0.0582], [-0.1822, -1.2384, -0.3034], [1.6436, 0.6642, -0.1253], [0.3365, 0.0491, -0.1177], [1.7809, -1.6620, 1.1692], [3.2655, -0.0226, -0.9641], [-3.9718, -1.1151, 0.1505], [3.4780, -1.7948, 0.8325], [0.6212, -2.1541, -0.6665], [-3.6486, 0.4148, 0.7267]],
  "lowdin_charge": [1.08, 0.00, 0.09, -0.03, -0.01, 0.03, -0.69, -0.22, -0.51, -0.44, 0.19, 0.14, 0.16, 0.02, 0.18, 0.02],
  "homo_lumo_gap_ev": 8.686,
  "smiles": "NNC(=O)c1cnc(N)s1",
  "homo_ev": -8.574
}



#two
{
  "formula": "C4H6N4OS",
  "method": "ωB97M-V/def2-TZVPD",
  "species": ["S", "O", "N", "N", "N", "N", "C", "C", "C", "C", "H", "H", "H", "H", "H", "H"],
  "positions_angstrom": [[1.3064, -1.0376, -0.4850], [-3.3000, 0.8981, -0.1686], [0.3865, 1.3386, -0.3519], [-2.2969, -0.6959, 1.1635], [3.5891, 0.1615, 0.3765], [1.6317, 1.4702, 0.0387], [-2.4130, 0.1128, -0.0090], [2.2774, 0.2543, -0.0372], [-1.4512, -0.2647, -1.1049], [-0.0480, 0.0703, -0.6701], [-2.6584, -0.3742, 1.8488], [3.8828, -0.5413, 0.6181], [-1.5741, -1.2571, -1.4784], [3.9077, 0.9572, 0.9295], [-1.4783, -1.4187, 1.2970], [-1.7617, 0.3264, -1.9670]],
  "lowdin_charge": [1.07, 0.10, -0.03, 0.19, 0.15, -0.01, -0.51, -0.67, -0.12, -0.54, -0.05, -0.09, 0.11, 0.13, 0.16, 0.13],
  "homo_lumo_gap_ev": 8.964,
  "smiles": "NC(=O)Cc1nnc(N)s1",
  "homo_ev": -8.660
}



Referenced to the most stable arrangement, the calculated values in kcal/mol are #one 0.0; #two 12.1.



#one
{
  "formula": "C2H5OPS",
  "method": "ωB97M-V/def2-TZVPD",
  "species": ["S", "P", "O", "C", "C", "H", "H", "H", "H", "H"],
  "positions_angstrom": [[-2.4832, 0.3823, 0.4164], [3.1456, 0.4869, -0.3471], [3.7929, -0.1714, 0.7484], [-0.0103, -0.7513, -0.2837], [-0.5102, 0.4601, 0.2970], [-0.3696, 0.7511, 1.4180], [-2.7111, 0.2099, -1.0164], [-0.3821, 1.3400, -0.4167], [0.1018, -1.7197, 0.3888], [-0.5737, -0.9879, -1.2048]],
  "lowdin_charge": [0.54, 0.75, -0.63, -0.18, -0.65, 0.08, -0.10, 0.07, 0.09, 0.03],
  "homo_lumo_gap_ev": [7.578, 6.403],
  "homo_ev": [-8.473, -7.566]
}



#two
{
  "formula": "C2H5OPS",
  "method": "ωB97M-V/def2-TZVPD",
  "species": ["S", "P", "O", "C", "C", "H", "H", "H", "H", "H"],
  "positions_angstrom": [[-0.6728, -0.3853, -0.0452], [1.2973, 0.2607, 2.4857], [1.6726, 0.6325, -0.5783], [-1.0071, -0.1995, -1.8217], [0.8526, 0.2849, 0.2085], [-0.2273, -0.5704, -2.3261], [-2.0322, -0.6610, -2.0207], [0.0980, 0.7528, 3.1762], [-0.8850, 0.9133, -1.8919], [0.9040, -1.0281, 2.8135]],
  "lowdin_charge": [0.84, 0.70, -0.03, -0.35, -0.91, -0.02, 0.08, -0.15, 0.06, -0.21],
  "homo_lumo_gap_ev": 9.317,
  "homo_ev": -8.809
}



Referenced to the most stable arrangement, the calculated values in kcal/mol are #one 43.9; #two 0.0.